Formula: C10H32O6
Source: the Open Molecules 2025 dataset
Level of theory: ωB97M-V/def2-TZVPD

Computed properties:
Gap between HOMO and LUMO (eV): 10.70
DFT total energy (eV): -23171.3546
HOMO (Eh): -0.3689
Energy above the lowest of the compared OMol25 structures with the same formula, charge and spin (kJ/mol): 193.2
LUMO level (eV): 0.659
Charge: 0
2S+1: 1
SMILES string: CC(C)O.CC(C)O.CO.CO.CO.CO

CARTESIAN COORDINATES (ANGSTROEM)
1 C -3.639 0.793 1.189
2 C -2.384 1.494 0.691
3 C -2.757 2.918 0.253
4 O -1.484 1.608 1.792
5 H -4.051 1.400 2.018
6 H -3.393 -0.204 1.607
7 H -4.375 0.676 0.407
8 H -1.932 0.883 -0.101
9 H -3.193 2.804 -0.725
10 H -1.847 3.503 0.107
11 H -3.501 3.283 0.983
12 H -0.774 1.071 1.527
13 C 1.653 1.044 -1.438
14 C 0.730 1.646 -2.531
15 C 0.430 3.138 -2.422
16 O 1.269 1.459 -3.825
17 H 1.122 1.043 -0.524
18 H 2.548 1.646 -1.184
19 H 2.015 0.061 -1.653
20 H -0.170 1.038 -2.469
21 H 1.299 3.681 -2.151
22 H -0.346 3.151 -1.655
23 H 0.059 3.398 -3.391
24 H 2.047 1.968 -3.870
25 C 2.741 -3.649 2.470
26 O 3.731 -4.199 1.670
27 H 3.062 -3.699 3.480
28 H 2.606 -2.620 2.207
29 H 1.796 -4.244 2.410
30 H 3.436 -3.932 0.786
31 C 1.102 -0.216 4.794
32 O 0.430 -0.206 3.596
33 H 0.496 0.227 5.610
34 H 1.097 -1.261 5.209
35 H 2.124 0.142 4.782
36 H -0.009 0.649 3.532
37 C -0.143 -1.861 -4.747
38 O 0.462 -1.422 -3.571
39 H -0.993 -1.294 -5.054
40 H 0.575 -1.784 -5.569
41 H -0.464 -2.903 -4.641
42 H 1.125 -0.756 -3.752
43 C -0.635 -1.939 0.484
44 O 0.218 -0.876 0.782
45 H -0.239 -2.892 0.914
46 H -1.657 -1.789 0.827
47 H -0.705 -2.071 -0.596
48 H 0.521 -0.909 1.742

Formula: C10H14BMnN7O3
Source: the Open Molecules 2025 dataset
Level of theory: ωB97M-V/def2-TZVPD

Computed properties:
Gap between HOMO and LUMO (alpha / beta) (eV): 5.80 / 7.40
DFT total energy (eV): -59145.1902
HOMO (alpha / beta) (Eh): -0.5986 / -0.6018
Energy above the lowest of the compared OMol25 structures with the same formula, charge and spin (kJ/mol): 0.0
LUMO level (alpha / beta) (eV): -10.487 / -8.975
Charge: +2
2S+1: 4

CARTESIAN COORDINATES (ANGSTROEM)
1 H -0.319 2.851 2.239
2 N -0.352 1.691 0.413
3 B 0.506 0.645 -1.760
4 N 0.301 1.864 -0.812
5 C 0.858 3.072 -0.831
6 Mn -0.762 -0.534 0.886
7 H 1.389 3.370 -1.725
8 C 0.636 3.711 0.402
9 H 0.924 4.726 0.625
10 C -0.062 2.821 1.195
11 H 0.961 0.939 -2.820
12 C -0.933 -2.335 1.438
13 H -1.536 -2.254 2.351
14 H 0.022 -2.827 1.595
15 H -1.517 -2.835 0.654
16 N -0.878 -0.033 -1.888
17 N 1.436 -0.390 -1.046
18 N -1.513 -0.516 -0.730
19 N 1.042 -0.852 0.204
20 C -1.692 -0.172 -2.932
21 C 2.612 -0.956 -1.385
22 H -1.350 0.165 -3.903
23 H 3.088 -0.725 -2.329
24 C -2.872 -0.768 -2.511
25 C 3.012 -1.798 -0.345
26 C -2.737 -0.984 -1.133
27 C 2.021 -1.692 0.637
28 H -3.725 -1.008 -3.112
29 H 3.894 -2.417 -0.289
30 H -3.383 -1.466 -0.425
31 H 1.940 -2.181 1.598
32 H -1.357 1.587 0.314
33 O 0.306 0.556 4.857
34 N 0.104 -0.193 3.900
35 O 0.300 -1.423 3.903
36 O -0.367 0.361 2.763

Formula: C48H118O23
Source: the Open Molecules 2025 dataset
Level of theory: ωB97M-V/def2-TZVPD

Computed properties:
Gap between HOMO and LUMO (eV): 9.73
DFT total energy (eV): -98765.4090
HOMO (Eh): -0.3383
LUMO level (eV): 0.525
Charge: 0
2S+1: 1
SMILES string: C1CCOC1.COCCOC.COCCOC.COCCOC.COCCOC.COCCOC.COCCOC.COCCOC.COCCOC.COCCOC.COCCOC.COCCOC

CARTESIAN COORDINATES (ANGSTROEM)
1 C -4.522 2.728 4.064
2 C -3.415 3.406 3.214
3 C -2.679 2.274 2.558
4 O -3.699 1.270 2.404
5 C -4.615 1.329 3.500
6 H -5.516 3.172 4.129
7 H -4.199 2.805 5.104
8 H -2.832 4.115 3.800
9 H -3.930 3.874 2.373
10 H -1.959 1.763 3.201
11 H -2.205 2.507 1.605
12 H -4.459 0.581 4.279
13 H -5.585 1.180 3.024
14 C -2.002 -1.470 4.359
15 O -2.713 -2.150 5.399
16 C -2.794 -3.558 5.261
17 C -4.155 -4.142 5.751
18 O -4.631 -3.661 6.996
19 C -4.062 -4.212 8.190
20 H -1.766 -0.429 4.578
21 H -2.491 -1.502 3.384
22 H -1.033 -1.939 4.176
23 H -1.981 -4.031 5.817
24 H -2.572 -3.870 4.238
25 H -4.199 -5.221 5.593
26 H -4.944 -3.753 5.105
27 H -3.054 -3.803 8.272
28 H -4.030 -5.287 8.006
29 H -4.660 -3.910 9.047
30 C -1.181 -0.184 0.353
31 O 0.181 -0.061 0.144
32 C 0.490 0.566 -1.053
33 C 1.926 1.032 -0.846
34 O 2.128 1.846 0.270
35 C 3.407 1.805 0.836
36 H -1.571 -0.956 -0.316
37 H -1.795 0.702 0.184
38 H -1.428 -0.486 1.372
39 H -0.164 1.405 -1.301
40 H 0.453 -0.182 -1.848
41 H 2.236 1.546 -1.760
42 H 2.522 0.117 -0.829
43 H 3.520 1.026 1.590
44 H 3.636 2.750 1.335
45 H 4.236 1.867 0.128
46 C 0.462 0.375 -5.177
47 O -0.012 -0.073 -6.418
48 C 0.086 -1.472 -6.662
49 C 0.164 -1.800 -8.157
50 O 1.329 -1.398 -8.875
51 C 1.340 -0.037 -9.289
52 H 0.519 1.459 -5.086
53 H 1.470 -0.018 -5.024
54 H -0.151 0.021 -4.346
55 H -0.864 -1.902 -6.336
56 H 0.879 -1.905 -6.051
57 H -0.757 -1.423 -8.608
58 H 0.120 -2.876 -8.331
59 H 0.949 0.082 -10.300
60 H 2.402 0.211 -9.277
61 H 0.847 0.605 -8.560
62 C -5.276 -2.129 2.540
63 O -5.240 -3.212 1.610
64 C -3.976 -3.517 1.122
65 C -4.061 -4.559 0.002
66 O -4.707 -5.799 0.422
67 C -5.091 -6.566 -0.680
68 H -6.264 -1.949 2.963
69 H -4.880 -1.229 2.066
70 H -4.663 -2.335 3.420
71 H -3.361 -3.910 1.935
72 H -3.462 -2.604 0.810
73 H -3.068 -4.923 -0.268
74 H -4.526 -4.182 -0.909
75 H -5.797 -6.117 -1.383
76 H -5.625 -7.469 -0.387
77 H -4.214 -6.802 -1.288
78 C 6.120 5.163 3.101
79 O 6.601 4.698 1.845
80 C 6.897 5.737 0.886
81 C 6.849 5.053 -0.511
82 O 5.644 4.376 -0.872
83 C 4.436 5.111 -0.627
84 H 6.379 4.456 3.888
85 H 5.044 5.297 2.974
86 H 6.563 6.108 3.421
87 H 7.821 6.285 1.077
88 H 6.070 6.443 0.990
89 H 7.657 4.329 -0.404
90 H 7.061 5.848 -1.228
91 H 3.649 4.610 -1.188
92 H 4.523 6.171 -0.875
93 H 4.181 5.116 0.434
94 C 3.004 -7.637 -4.050
95 O 2.675 -6.243 -4.181
96 C 1.717 -6.021 -5.190
97 C 1.629 -4.584 -5.567
98 O 0.881 -3.864 -4.628
99 C 1.535 -3.330 -3.506
100 H 3.710 -7.630 -3.220
101 H 3.407 -8.014 -4.990
102 H 2.108 -8.176 -3.739
103 H 0.721 -6.357 -4.894
104 H 1.958 -6.595 -6.089
105 H 1.122 -4.416 -6.519
106 H 2.624 -4.176 -5.760
107 H 2.396 -2.745 -3.835
108 H 1.799 -4.207 -2.913
109 H 0.927 -2.657 -2.901
110 C 1.819 -1.651 2.680
111 O 1.545 -3.057 2.573
112 C 0.381 -3.340 1.911
113 C 0.164 -4.881 1.922
114 O -1.197 -5.179 1.617
115 C -1.474 -6.569 1.678
116 H 2.706 -1.431 3.274
117 H 1.016 -1.169 3.242
118 H 1.930 -1.210 1.689
119 H 0.435 -3.017 0.867
120 H -0.463 -2.772 2.311
121 H 0.582 -5.262 2.856
122 H 0.773 -5.276 1.107
123 H -1.378 -6.981 2.685
124 H -0.898 -7.210 1.009
125 H -2.540 -6.696 1.484
126 C -1.083 1.869 6.181
127 O -0.037 0.924 5.820
128 C 1.252 1.457 5.709
129 C 1.508 2.022 4.345
130 O 0.591 3.072 4.045
131 C 0.781 3.569 2.738
132 H -2.057 1.380 6.122
133 H -1.202 2.675 5.458
134 H -1.016 2.184 7.223
135 H 2.029 0.705 5.856
136 H 1.445 2.187 6.497
137 H 1.400 1.198 3.634
138 H 2.541 2.288 4.105
139 H 1.830 3.805 2.550
140 H 0.169 4.463 2.623
141 H 0.473 2.816 2.010
142 C 4.604 -2.147 -0.462
143 O 5.453 -1.029 -0.168
144 C 6.432 -0.710 -1.110
145 C 5.974 -0.467 -2.598
146 O 4.829 0.386 -2.673
147 C 5.226 1.766 -2.574
148 H 5.193 -3.046 -0.659
149 H 3.961 -1.982 -1.328
150 H 3.951 -2.446 0.357
151 H 7.165 -1.520 -1.059
152 H 7.005 0.140 -0.740
153 H 5.647 -1.415 -3.026
154 H 6.747 -0.121 -3.286
155 H 5.752 1.951 -1.637
156 H 4.407 2.478 -2.660
157 H 5.991 1.967 -3.327
158 C -5.206 3.487 -0.994
159 O -4.900 2.315 -1.813
160 C -4.344 1.247 -1.105
161 C -4.188 0.097 -2.134
162 O -3.184 0.494 -3.040
163 C -3.035 -0.362 -4.144
164 H -5.969 3.248 -0.253
165 H -5.508 4.336 -1.605
166 H -4.316 3.816 -0.455
167 H -4.994 0.921 -0.289
168 H -3.371 1.514 -0.690
169 H -5.115 -0.047 -2.692
170 H -4.037 -0.834 -1.584
171 H -4.001 -0.488 -4.635
172 H -2.466 -1.248 -3.856
173 H -2.429 0.167 -4.881
174 C -1.640 7.676 -2.806
175 O -2.140 8.066 -1.551
176 C -1.166 7.964 -0.518
177 C -0.854 6.470 -0.149
178 O -0.110 5.829 -1.172
179 C 0.216 4.474 -0.868
180 H -1.592 6.594 -2.929
181 H -0.708 8.160 -3.101
182 H -2.415 7.960 -3.519
183 H -1.632 8.448 0.339
184 H -0.255 8.470 -0.842
185 H -1.765 5.913 0.073
186 H -0.145 6.611 0.671
187 H -0.691 3.957 -0.545
188 H 0.929 4.406 -0.045
189 H 0.505 4.064 -1.834

Which of these has the highest DFT total energy? C10H32O6

What is the charge in the third record? 0

What is the formula in the third record? C48H118O23

Number 2 is which compound? C10H14BMnN7O3